Entry 1:
6
Properties=species:S:1:pos:R:3:mulliken_charge:R:1 method="wB97M-V/def2-TZVPD" e_homo_ev="-10.1 / -10.7" de_lowest_kcal_mol=90.1
C 1.683 -0.187 -0.040 0.474
C -2.192 0.469 -0.272 0.339
O 2.160 -1.284 -0.154 -0.333
O -1.034 0.521 -0.233 -0.218
F 2.306 0.900 0.322 -0.132
F -2.922 -0.420 0.377 -0.129

=====

Entry 2:
31
Properties=species:S:1:pos:R:3:mulliken_spin:R:1 method="wB97M-V/def2-TZVPD" e_homo_ev="-17.3 / -17.1" multiplicity=2 s2=0.777 total_charge=+2
In -1.433 0.703 -0.627 0.012
B -2.079 -2.152 -2.058 0.020
H -1.103 -1.694 -2.019 -0.008
H -2.000 -2.992 -2.731 -0.005
H -2.418 -2.421 -1.070 0.008
H -2.900 -1.576 -2.456 0.017
B -2.324 0.886 -3.674 0.003
H -2.142 1.714 -3.006 -0.037
H -3.349 0.606 -3.489 -0.003
H -2.141 1.057 -4.723 0.036
H -1.730 0.059 -3.317 0.006
C 3.027 2.613 1.400 0.001
C 1.927 1.507 1.384 0.026
O 0.657 2.059 1.039 0.415
O 2.599 3.472 2.420 0.214
H 3.259 3.108 0.457 0.010
H 3.860 1.989 1.724 0.030
H 1.839 1.086 2.386 0.076
H 2.241 0.630 0.818 0.073
H 0.774 3.011 1.031 -0.016
H 3.216 4.191 2.575 -0.006
C 0.580 -2.138 1.220 0.003
C -0.505 -1.465 2.037 -0.006
O -1.733 -1.442 1.400 0.011
O 1.005 -1.296 0.247 0.088
H 0.320 -3.088 0.753 0.013
H 1.549 -2.090 1.717 0.013
H -0.222 -0.453 2.326 0.004
H -0.542 -1.939 3.018 0.004
H -2.038 -2.352 1.415 0.000
H 1.804 -1.592 -0.196 -0.003

=====

Entry 3:
115
Properties=species:S:1:pos:R:3:mulliken_charge:R:1 method="wB97M-V/def2-TZVPD" e_homo_ev=-9.0 de_lowest_kcal_mol=32.4 smiles="O=C1OC[C@H](CC(=O)c2ccccc2)O1.CCOS(C)(=O)=O.CCOS(C)(=O)=O.CCOS(C)(=O)=O.CCOS(C)(=O)=O.CCOS(C)(=O)=O.CCOS(C)(=O)=O"
O 6.463 -0.388 1.341 -0.507
C 6.083 0.592 0.845 0.536
O 5.853 0.729 -0.546 -0.236
C 5.363 2.079 -0.755 -0.064
C 4.591 2.188 0.620 0.288
C 3.825 3.500 0.931 -0.753
C 2.319 3.503 0.436 -0.148
O 1.755 4.536 0.249 -0.536
C 1.558 2.154 0.255 0.525
C 1.080 1.531 1.498 -0.059
C 0.390 0.247 1.405 -0.408
C 0.221 -0.362 0.080 -0.609
C 0.691 0.278 -1.169 -0.724
C 1.388 1.574 -1.070 -0.085
O 5.733 1.824 1.450 -0.489
H 6.282 2.756 -0.718 -0.026
H 4.754 2.182 -1.680 0.372
H 4.027 1.213 0.625 0.400
H 3.789 3.648 2.045 0.373
H 4.342 4.389 0.490 0.233
H 1.267 2.031 2.473 0.361
H 0.046 -0.244 2.347 0.359
H -0.276 -1.353 -0.016 0.380
H 0.558 -0.212 -2.161 0.428
H 1.808 2.134 -1.934 0.429
C -5.637 -1.758 3.055 -0.805
C -5.393 -0.279 3.307 -0.515
O -4.603 -0.080 4.489 -0.195
S -3.011 -0.289 4.429 1.243
C -2.654 0.467 5.985 -0.962
O -2.466 0.540 3.393 -0.619
O -2.715 -1.687 4.523 -0.648
H -4.718 -2.278 2.784 0.308
H -6.353 -1.900 2.245 0.316
H -6.023 -2.230 3.961 0.204
H -4.935 0.211 2.445 0.344
H -6.352 0.209 3.483 0.298
H -2.930 1.518 5.937 0.302
H -1.585 0.366 6.166 0.404
H -3.215 -0.047 6.763 0.317
C 4.419 -0.384 -6.668 -0.984
C 5.804 -0.092 -6.133 -0.382
O 5.945 -0.506 -4.770 -0.190
S 6.171 -2.068 -4.451 1.138
C 6.674 -1.858 -2.774 -0.838
O 7.285 -2.543 -5.216 -0.646
O 4.903 -2.737 -4.478 -0.569
H 4.253 -1.454 -6.753 0.292
H 4.288 0.060 -7.657 0.391
H 3.653 0.011 -5.997 0.252
H 6.573 -0.553 -6.758 0.336
H 5.976 0.984 -6.152 0.266
H 7.605 -1.297 -2.758 0.301
H 6.823 -2.844 -2.338 0.437
H 5.890 -1.327 -2.236 0.192
C -8.149 -0.219 -2.760 -0.992
C -8.320 -1.459 -1.902 -0.242
O -7.414 -2.499 -2.288 -0.298
S -5.883 -2.393 -1.811 1.155
C -5.431 -4.057 -2.192 -1.011
O -5.850 -2.231 -0.389 -0.532
O -5.187 -1.503 -2.690 -0.594
H -7.186 0.258 -2.572 0.292
H -8.934 0.508 -2.544 0.388
H -8.182 -0.475 -3.820 0.258
H -8.209 -1.224 -0.841 0.236
H -9.327 -1.855 -2.041 0.279
H -6.011 -4.725 -1.558 0.346
H -4.368 -4.179 -1.990 0.388
H -5.632 -4.249 -3.244 0.323
C -7.418 -1.903 7.624 -1.106
C -7.439 -0.580 6.881 -0.066
O -8.065 0.451 7.655 -0.307
S -7.218 1.136 8.834 1.268
C -8.292 2.512 9.103 -0.949
O -5.978 1.613 8.297 -0.616
O -7.262 0.288 9.985 -0.626
H -6.758 -1.856 8.491 0.296
H -7.064 -2.703 6.972 0.397
H -8.414 -2.156 7.990 0.312
H -6.432 -0.280 6.580 0.127
H -8.028 -0.692 5.969 0.271
H -8.305 3.128 8.207 0.309
H -7.900 3.080 9.944 0.372
H -9.288 2.140 9.335 0.329
C 0.609 -6.691 -5.842 -1.014
C 0.490 -5.274 -6.367 -0.337
O -0.867 -4.940 -6.691 -0.283
S -1.865 -4.572 -5.495 1.254
C -3.156 -3.892 -6.490 -0.853
O -1.288 -3.522 -4.708 -0.620
O -2.339 -5.786 -4.902 -0.622
H 0.128 -6.791 -4.868 0.293
H 1.657 -6.972 -5.732 0.392
H 0.120 -7.396 -6.518 0.263
H 0.906 -4.555 -5.658 0.347
H 1.060 -5.184 -7.289 0.259
H -2.784 -2.999 -6.987 0.311
H -3.985 -3.637 -5.831 0.286
H -3.472 -4.640 -7.214 0.327
C 7.843 7.649 0.133 -0.966
C 9.297 7.218 0.151 -0.352
O 9.479 5.994 0.874 -0.279
S 9.090 4.615 0.152 1.188
C 9.886 3.535 1.299 -0.974
O 9.771 4.539 -1.105 -0.684
O 7.673 4.424 0.252 -0.529
H 7.236 6.961 -0.457 0.265
H 7.743 8.645 -0.301 0.390
H 7.430 7.658 1.144 0.263
H 9.695 7.129 -0.863 0.323
H 9.890 7.975 0.664 0.279
H 10.958 3.716 1.267 0.352
H 9.668 2.511 0.999 0.364
H 9.488 3.724 2.294 0.321

=====

Entry 4:
20
Properties=species:S:1:pos:R:3:mulliken_charge:R:1 method="wB97M-V/def2-TZVPD" e_homo_ev=-14.3 de_lowest_kcal_mol=16.3 total_charge=+1
N 0.895 -0.437 0.719 -0.425
H 0.122 -0.924 0.264 0.388
H 0.961 -0.773 1.686 0.356
H 1.704 -0.592 0.094 0.430
H 0.672 0.558 0.641 0.295
H -3.399 1.846 -2.314 0.336
H -4.463 0.922 -1.483 0.316
O -3.555 1.156 -1.670 -0.676
H 0.553 -2.097 -2.307 0.297
H 0.332 -0.558 -2.270 0.314
O 0.580 -1.322 -1.739 -0.610
H -0.109 -0.280 3.872 0.324
H 0.132 -1.767 4.032 0.318
O 0.048 -1.081 3.358 -0.672
H -1.632 2.629 0.186 0.312
H -2.118 1.452 -0.687 0.379
O -1.556 1.675 0.085 -0.647
H 4.129 -0.097 -0.228 0.322
H 3.433 -0.283 -1.577 0.325
O 3.270 -0.027 -0.663 -0.683

=====

Entry 5:
11
Properties=species:S:1:pos:R:3:mulliken_charge:R:1 method="wB97M-V/def2-TZVPD" e_homo_ev=-8.7 de_lowest_kcal_mol=56.8 smiles="N/N=C/O.O=C=O"
N -0.487 -0.527 1.426 -0.337
N 0.634 -0.552 0.559 -0.337
C 1.424 0.398 0.586 0.149
O 2.218 0.515 -0.525 -0.494
H -0.609 0.142 2.164 0.188
H -0.914 -1.288 1.703 0.167
H 1.490 1.348 1.067 0.353
H 2.049 -0.142 -1.164 0.320
O -1.328 -0.443 -2.781 -0.354
C -1.882 -0.010 -1.868 0.679
O -2.595 0.559 -1.168 -0.335

=====

Entry 6:
20
Properties=species:S:1:pos:R:3:mulliken_charge:R:1 method="wB97M-V/def2-TZVPD" e_homo_ev="-14.0 / -13.5" de_lowest_kcal_mol=46.7 total_charge=+1
C 0.322 2.910 0.069 -0.657
N 0.605 1.611 0.429 -0.027
C 1.152 0.530 0.097 0.444
N 2.385 0.149 -0.168 -0.470
C 2.790 -1.061 -0.174 -0.053
C 1.982 -2.175 0.077 -0.322
N 0.732 -1.886 0.233 -0.408
C 0.265 -0.678 0.184 0.663
N -1.085 -0.517 0.096 0.448
C -2.096 -1.454 -0.012 -0.094
C -3.247 -0.714 -0.110 -0.474
N -2.877 0.589 -0.159 -0.672
N -1.632 0.668 -0.093 -0.204
H 1.238 3.382 -0.370 0.357
H -0.544 2.867 -0.632 0.333
H -0.033 3.564 0.943 0.285
H 3.903 -1.200 -0.488 0.349
H 2.276 -3.101 0.137 0.601
H -1.931 -2.457 0.230 0.423
H -4.206 -1.026 -0.291 0.477

=====

Entry 7:
9
Properties=species:S:1:pos:R:3:mulliken_charge:R:1 method="wB97M-V/def2-TZVPD" e_homo_ev=-8.6 de_lowest_kcal_mol=24.3 smiles="C1N=PCS1"
C 0.189 -1.261 0.010 -0.319
N -1.138 -0.979 0.144 -0.206
P -1.675 0.437 0.090 0.124
C 0.015 1.453 -0.018 -0.651
S 1.319 0.242 0.168 -0.138
H 0.589 -2.147 0.601 0.291
H 0.390 -1.710 -0.990 0.242
H 0.262 1.960 -0.968 0.361
H 0.049 2.005 0.962 0.295

=====

Entry 8:
144
Properties=species:S:1:pos:R:3:mulliken_charge:R:1 method="wB97M-V/def2-TZVPD" e_homo_ev=-9.5 smiles="O=C1C(C(F)(F)C(F)(F)F)=C(c2ccccn2)C(=O)c2c(CCF)cc(Br)cc21.CCOS(C)(=O)=O.CCOS(C)(=O)=O.CCOS(C)(=O)=O.CCOS(C)(=O)=O.CCOS(C)(=O)=O.CCOS(C)(=O)=O.CCOS(C)(=O)=O"
O -1.661 -1.804 -3.523 -0.430
C -2.195 -2.644 -2.830 -0.375
C -1.450 -3.856 -2.079 0.689
C -0.264 -4.653 -2.754 0.712
F -0.706 -5.924 -3.086 -0.272
F 0.077 -4.068 -3.975 -0.313
C 1.109 -4.722 -1.904 0.714
F 1.150 -3.875 -0.818 -0.161
F 1.239 -6.016 -1.452 -0.260
F 2.190 -4.508 -2.746 -0.268
C -1.930 -4.182 -0.842 0.219
C -1.379 -5.350 0.016 0.244
C -0.857 -5.083 1.347 -0.311
C -0.302 -6.088 2.265 -0.573
C -0.374 -7.459 1.687 -0.364
C -0.960 -7.572 0.357 -0.336
N -1.428 -6.618 -0.477 -0.347
C -3.127 -3.390 -0.184 0.089
O -3.177 -3.111 0.987 -0.504
C -4.238 -2.956 -1.198 0.493
C -5.649 -2.956 -0.832 0.673
C -6.198 -3.350 0.579 -0.589
C -5.647 -4.730 1.119 -0.173
F -6.753 -5.381 1.755 -0.376
C -6.624 -2.561 -1.877 -0.861
C -6.134 -2.207 -3.216 -0.135
Br -7.362 -1.717 -4.673 -0.228
C -4.711 -2.193 -3.561 -0.789
C -3.736 -2.587 -2.547 0.269
H -0.866 -4.018 1.697 0.472
H 0.091 -5.865 3.279 0.472
H 0.001 -8.347 2.248 0.363
H -1.033 -8.622 -0.038 0.336
H -5.932 -2.510 1.283 0.256
H -7.317 -3.465 0.522 0.403
H -4.900 -4.535 1.929 0.159
H -5.283 -5.420 0.319 0.291
H -7.710 -2.558 -1.646 0.345
H -4.313 -1.895 -4.563 0.457
C 1.385 -0.540 -1.667 -0.606
C 2.338 -0.993 -2.740 -0.503
O 3.365 -0.028 -2.998 -0.174
S 4.543 0.135 -1.920 1.259
C 5.603 1.153 -2.900 -0.908
O 5.171 -1.139 -1.720 -0.655
O 4.060 0.915 -0.818 -0.623
H 1.881 -0.463 -0.699 0.334
H 0.560 -1.249 -1.567 0.020
H 0.981 0.449 -1.893 0.256
H 2.772 -1.961 -2.479 0.376
H 1.786 -1.125 -3.673 0.225
H 5.949 0.582 -3.759 0.303
H 6.447 1.446 -2.276 0.377
H 5.050 2.036 -3.214 0.280
C 2.684 2.879 -6.670 -0.709
C 1.505 2.393 -7.495 -0.387
O 0.650 1.520 -6.745 -0.279
S -0.309 2.168 -5.631 1.315
C -1.292 0.736 -5.317 -0.919
O -1.129 3.171 -6.249 -0.705
O 0.469 2.449 -4.458 -0.528
H 2.354 3.518 -5.850 0.008
H 3.374 3.455 -7.288 0.439
H 3.218 2.035 -6.228 0.241
H 0.934 3.231 -7.901 0.348
H 1.877 1.815 -8.343 0.263
H -1.861 0.491 -6.210 0.381
H -1.965 0.972 -4.494 0.378
H -0.636 -0.084 -5.033 0.188
C 1.974 -2.968 8.061 -1.124
C 1.309 -1.999 7.102 -0.040
O 2.079 -1.825 5.903 -0.155
S 2.078 -3.008 4.818 1.188
C 2.868 -2.118 3.513 -0.995
O 0.721 -3.288 4.434 -0.626
O 2.966 -4.043 5.257 -0.636
H 2.001 -3.977 7.648 0.365
H 1.431 -3.007 9.007 0.429
H 3.007 -2.670 8.254 0.220
H 0.291 -2.315 6.863 0.326
H 1.240 -1.019 7.579 0.012
H 2.219 -1.307 3.191 0.304
H 3.035 -2.816 2.692 0.376
H 3.821 -1.737 3.874 0.369
C -12.638 0.181 -7.725 -0.981
C -11.663 -0.274 -8.795 -0.330
O -10.644 0.704 -9.044 -0.281
S -9.474 0.878 -7.958 1.233
C -8.419 1.910 -8.927 -0.945
O -8.833 -0.390 -7.757 -0.613
O -9.973 1.650 -6.858 -0.614
H -12.148 0.262 -6.754 0.301
H -13.460 -0.530 -7.627 0.383
H -13.043 1.165 -7.967 0.263
H -11.213 -1.236 -8.539 0.315
H -12.202 -0.411 -9.735 0.270
H -8.060 1.345 -9.785 0.309
H -7.583 2.210 -8.296 0.371
H -8.979 2.788 -9.242 0.322
C 3.447 4.549 10.186 -0.792
C 2.030 4.014 10.280 -0.300
O 1.519 3.619 8.999 -0.347
S 2.064 2.256 8.352 1.459
C 0.893 2.145 7.035 -1.091
O 1.831 1.177 9.271 -0.654
O 3.355 2.499 7.782 -0.623
H 4.145 3.767 9.886 0.113
H 3.775 4.939 11.151 0.392
H 3.509 5.343 9.440 0.261
H 1.966 3.185 10.989 0.292
H 1.373 4.804 10.649 0.305
H -0.100 1.995 7.453 0.334
H 1.174 1.294 6.415 0.283
H 0.936 3.061 6.448 0.390
C 2.233 6.433 -3.494 -1.082
C 1.473 6.755 -4.768 -0.248
O 1.625 8.130 -5.149 -0.273
S 3.025 8.592 -5.785 1.234
C 2.508 10.192 -6.325 -0.942
O 3.304 7.779 -6.933 -0.638
O 3.982 8.758 -4.732 -0.607
H 3.310 6.519 -3.644 0.315
H 2.020 5.413 -3.168 0.362
H 1.960 7.128 -2.698 0.334
H 1.775 6.096 -5.586 0.286
H 0.408 6.591 -4.597 0.254
H 1.755 10.079 -7.102 0.313
H 3.384 10.705 -6.720 0.370
H 2.111 10.740 -5.472 0.318
C 5.121 0.608 9.676 -0.818
C 5.866 -0.713 9.711 -0.515
O 6.953 -0.741 8.775 -0.220
S 8.280 0.092 9.125 1.172
C 9.304 -0.573 7.848 -0.937
O 8.779 -0.341 10.397 -0.637
O 8.048 1.477 8.840 -0.595
H 5.754 1.426 10.025 0.332
H 4.239 0.571 10.317 0.446
H 4.813 0.849 8.660 0.252
H 6.224 -0.941 10.718 0.359
H 5.184 -1.515 9.422 0.149
H 9.460 -1.633 8.034 0.311
H 10.254 -0.041 7.877 0.373
H 8.818 -0.411 6.888 0.309

=====

Entry 9:
66
Properties=species:S:1:pos:R:3:mulliken_charge:R:1 method="wB97M-V/def2-TZVPD" e_homo_ev=-5.4 de_lowest_kcal_mol=61.5 total_charge=-1
N -0.813 -1.947 -1.437 0.771
O -1.212 -2.165 -2.575 -0.671
O -1.408 -0.985 -0.799 -0.430
O -0.289 -2.807 -0.782 -0.598
C 3.981 -1.704 -0.965 -0.666
C 2.922 -2.738 -0.630 -0.702
C 2.395 -2.768 0.825 0.208
C 3.257 -1.990 1.938 0.175
C 4.356 -1.162 1.464 -0.592
C 4.663 -1.036 -0.008 -0.435
N 2.801 -1.882 3.365 0.898
O 3.288 -0.899 4.038 -0.600
O 2.273 -2.813 3.867 -0.512
H 4.293 -1.590 -1.852 0.796
H 2.520 -3.353 -1.613 0.212
H 1.413 -3.259 1.183 0.199
H 4.789 -0.573 2.147 0.632
H 5.515 -0.506 -0.363 0.386
C -1.324 -3.820 4.020 0.223
O -1.777 -4.252 5.135 -0.682
N -2.156 -3.297 3.103 0.270
C -1.498 -2.692 2.069 0.057
C -3.575 -3.482 3.184 -0.968
H -0.183 -3.893 3.613 0.173
H -0.339 -2.876 1.958 -0.739
H -1.696 -1.492 2.319 0.203
H -2.030 -2.834 1.140 0.419
H -4.085 -2.676 2.634 0.361
H -3.885 -3.114 4.182 0.359
H -4.006 -4.536 3.207 0.285
C 1.552 3.483 -0.039 0.022
O 0.792 3.654 -0.997 -0.553
N 1.693 2.407 0.586 0.434
C 2.451 2.171 1.818 -0.738
C 0.998 1.153 0.039 -1.018
H 1.980 4.446 0.407 0.202
H 1.669 1.867 2.520 0.332
H 2.824 3.065 2.294 0.382
H 3.375 1.510 1.790 0.125
H 0.015 1.236 -0.481 0.278
H 0.713 0.427 0.673 0.477
H 1.955 0.610 -0.433 0.041
C -2.643 3.899 0.548 0.434
O -2.981 5.051 0.651 -0.582
N -3.681 2.947 0.762 0.146
C -3.295 1.583 0.816 -1.234
C -5.058 3.347 0.732 -1.042
H -1.513 3.495 0.741 -0.047
H -2.314 1.215 1.025 0.090
H -3.355 1.186 -0.162 0.678
H -4.063 0.925 1.250 0.444
H -5.388 4.339 0.260 0.282
H -5.365 3.406 1.613 0.477
H -5.636 2.424 0.314 0.333
C -0.615 1.112 -4.072 0.532
O -1.628 1.805 -4.131 -0.642
N 0.457 1.095 -4.955 0.142
C 1.578 0.267 -4.934 -0.804
C 0.512 2.070 -6.058 -0.996
H -0.543 0.147 -3.391 -0.025
H 2.558 0.197 -5.413 0.363
H 1.402 -0.704 -5.429 0.320
H 1.778 0.031 -3.866 0.205
H 1.451 2.641 -5.741 0.358
H -0.232 2.948 -6.039 0.267
H 0.337 1.683 -7.098 0.284